No. 1
12
Properties=species:S:1:pos:R:3:forces:R:3:mulliken_charge:R:1 method="wB97M-V/def2-TZVPD" gap_ha=0.3379 energy_ev=-9922.621
H 2.387 1.439 1.016 -0.5230 0.2084 -0.8201 0.234
F -3.217 0.810 0.020 -2.4617 0.6560 0.6235 -0.241
H -0.597 -2.562 0.156 0.8124 -0.5987 -0.0046 0.264
C 1.895 1.160 0.064 0.2641 -1.0126 -0.0482 -0.902
C -2.025 0.356 -0.196 3.9345 -0.2797 -1.0562 -0.129
C -1.722 -0.932 0.150 3.0343 4.5325 -2.2985 -0.148
C 1.230 0.011 0.049 -0.6455 -0.2624 -0.3121 0.494
H -2.453 -1.473 0.574 -2.4407 -2.0851 1.3926 0.368
H 2.164 1.608 -0.912 -0.1803 -0.1005 0.9136 0.251
H -1.378 1.230 -0.685 -1.0020 -2.5330 1.1662 0.243
N -0.490 -1.602 -0.074 -1.9139 0.6822 0.1836 0.077
N 0.759 -1.126 -0.075 1.1220 0.7929 0.2602 -0.513


No. 2
12
Properties=species:S:1:pos:R:3:forces:R:3:mulliken_spin:R:1 method="wB97M-V/def2-TZVPD" multiplicity=3 s2=2.02 gap_ha="0.3181 / 0.2844" energy_ev=-9921.286
H -2.712 0.273 -0.072 0.0442 0.0979 0.1128 0.048
C -2.092 1.179 0.035 -0.6708 -0.3402 0.4879 0.019
H -2.388 1.701 0.958 0.0671 -0.2459 -0.0787 0.035
C -0.698 0.860 0.039 -0.1993 -0.2234 -0.1944 0.741
N 1.221 -0.690 -0.277 -0.1721 -1.0731 -0.1440 0.107
H 1.285 1.272 0.155 0.1045 0.1710 -0.0719 0.087
F -2.446 2.010 -1.011 0.0113 0.3491 -0.4734 0.010
H 2.225 -0.574 -0.250 -0.3438 -0.1644 -0.0547 -0.016
C 0.536 0.501 -0.040 0.5921 0.3137 0.2734 0.062
H 1.771 -2.583 -0.642 -0.4400 -0.4624 -0.0539 0.064
C 0.820 -2.038 -0.491 3.1265 2.2334 0.2172 -0.025
N -0.255 -2.608 -0.522 -2.1197 -0.6556 -0.0202 0.869


No. 3
13
Properties=species:S:1:pos:R:3:forces:R:3:mulliken_charge:R:1 method="wB97M-V/def2-TZVPD" gap_ha="0.3252 / 0.3253" energy_ev=-11971.156
H -0.193 0.997 -1.580 0.4737 -0.3050 0.3550 0.467
H 1.244 -0.568 0.583 0.1707 -2.1418 2.5794 0.323
O -0.243 2.276 0.951 0.3186 0.5563 0.5852 -0.534
F 2.001 -0.684 -1.258 -0.4360 -0.0386 0.3556 -0.328
C -0.836 -0.809 -0.572 -0.2669 1.1820 1.6852 -0.405
C -0.404 1.119 0.713 0.3987 0.0810 -2.3554 0.372
H 2.049 0.805 -0.033 0.2099 1.5025 0.4683 0.327
N -0.679 0.060 1.474 -1.3874 0.6619 3.4602 -0.818
C 1.347 0.043 -0.213 0.9574 0.0425 -4.3539 -0.488
H -1.366 -1.271 -1.304 -1.0553 -1.8288 -1.9511 0.497
H -1.670 -1.512 1.226 -1.0038 -1.4557 -0.0796 0.219
N -1.186 -0.855 0.679 1.2555 -0.4039 -0.2626 0.366
C -0.063 0.400 -0.666 0.3648 2.1476 -0.4862 0.002


No. 4
13
Properties=species:S:1:pos:R:3:forces:R:3:mulliken_charge:R:1 method="wB97M-V/def2-TZVPD" gap_ha=0.3449 energy_ev=-11972.545
C -0.003 -0.066 -0.316 0.0236 0.0838 0.1040 0.479
N 2.185 -0.419 -0.621 -0.1749 -0.4200 -0.7340 -0.459
H -1.822 1.421 2.041 0.5726 -0.3467 -0.0693 0.313
C 0.092 -0.772 -1.486 0.3416 0.3949 0.7872 -0.497
H -0.671 -1.095 -2.132 -0.6511 -0.2928 -0.5976 0.378
H -0.623 0.126 2.425 -0.0507 0.0486 0.0056 0.289
C 1.477 -0.943 -1.587 0.8191 0.0879 0.2555 0.421
H -0.086 1.690 1.773 -0.1524 -0.1907 0.0010 0.260
F 2.101 -1.582 -2.565 -0.0832 0.0609 0.0720 -0.261
O 1.216 0.146 0.201 -0.5009 0.1736 0.2506 -0.130
C -0.876 0.933 1.732 -0.3078 0.6219 0.2904 -0.793
N -1.051 0.476 0.369 0.6225 0.0463 -0.1001 -0.252
H -1.941 0.085 0.165 -0.4583 -0.2674 -0.2654 0.253


No. 5
14
Properties=species:S:1:pos:R:3:forces:R:3:mulliken_charge:R:1 method="wB97M-V/def2-TZVPD" gap_ha=0.3091 charge=-1 energy_ev=-14576.894
C -0.682 -2.460 0.181 0.7022 -1.5261 2.8010 0.623
C -0.657 -0.331 1.845 -0.8154 0.2669 0.8647 -0.365
H -0.637 0.628 -1.603 -0.4545 -1.9720 -1.0936 0.291
C 1.103 0.850 -0.278 -0.8322 -0.1904 -3.4967 -0.320
H -0.106 2.186 -1.641 0.1498 0.8152 0.5050 0.385
O 0.982 -0.536 -0.035 0.2639 0.0223 1.2644 -0.345
F -0.362 1.056 2.080 0.5093 -0.8688 -0.5356 -0.211
H 1.952 0.894 -1.087 -1.0972 0.1975 1.9903 0.299
N -0.041 -0.960 0.931 0.7133 0.7267 -1.1945 0.238
O -0.640 -3.335 1.022 -0.2437 0.6634 -0.7449 -0.601
O -0.914 -2.204 -0.940 -0.6058 0.4717 -1.8765 -0.500
H -0.935 1.431 -0.106 0.6257 0.6120 -1.5052 0.197
H 1.143 1.447 0.609 1.1311 0.2212 0.4298 0.266
C -0.207 1.336 -0.980 -0.0466 0.5606 2.5917 -0.957


No. 6
12
Properties=species:S:1:pos:R:3:forces:R:3:mulliken_spin:R:1 method="wB97M-V/def2-TZVPD" multiplicity=6 s2=8.75 gap_ha="0.2669 / 0.3215" charge=+1 energy_ev=-40858.481
C -2.407 -0.946 -0.578 1.0302 -0.1339 0.3129 0.004
C 0.726 0.860 0.008 -2.8289 0.6864 -1.8452 0.008
H 0.441 -0.154 -1.882 -0.3170 -0.1058 0.3052 0.001
C 0.261 -0.339 -0.812 -0.5061 -1.8330 0.2046 -0.015
H -3.451 -1.218 -0.570 0.4137 0.1846 0.0142 0.000
H -0.284 1.405 -0.055 1.8993 0.6239 0.5468 0.001
H 0.875 -1.204 -0.516 -0.0223 0.0581 -0.3869 0.008
Li -0.291 -0.367 2.199 -0.1518 0.0355 -0.3248 -0.008
Fe 2.741 0.804 2.009 1.4681 0.2000 0.7741 5.035
H 1.536 1.376 -0.535 -0.3767 0.0235 0.2843 0.023
C -1.208 -0.752 -0.582 0.5715 0.8255 -0.4205 0.002
O 1.063 0.535 1.313 -1.1800 -0.5649 0.5353 -0.058


No. 7
16
Properties=species:S:1:pos:R:3:forces:R:3:mulliken_spin:R:1 method="wB97M-V/def2-TZVPD" multiplicity=7 s2=12.01 gap_ha="0.3267 / 0.1622" charge=+1 energy_ev=-50888.863
H -1.611 0.637 -0.769 0.0376 -0.0807 0.3607 -0.004
O -1.679 -1.924 -1.521 -0.8882 -1.7235 -0.5584 0.142
H -0.451 2.221 0.498 0.2646 -0.1189 0.4098 0.000
C -0.443 -1.733 -1.368 1.3472 5.1360 1.8560 0.019
C -0.567 1.234 0.965 4.6134 2.5581 0.3489 0.003
H -1.384 -0.429 0.743 0.3111 -0.2919 -2.5635 0.001
O 1.820 1.417 -0.186 0.1652 0.8921 1.2947 0.000
Fe -1.162 -3.628 -2.430 0.2087 0.2980 0.1446 5.628
C -0.863 0.220 -0.083 -4.6649 -2.3130 2.2849 0.006
O 2.825 0.368 1.515 0.4628 0.6227 1.2802 0.000
O 0.407 -2.555 -1.802 -0.4309 -1.5083 -0.7098 0.211
O 0.002 -0.592 -0.856 1.4013 -1.6881 -0.1839 -0.006
H 3.659 0.666 1.131 -0.0542 -0.0779 -0.2504 0.000
H -1.303 1.320 1.772 0.0802 -0.5662 -0.5002 0.000
C 1.822 1.055 0.983 0.0158 -1.6984 -3.6580 -0.001
O 0.740 0.898 1.698 -2.8696 0.5601 0.4444 0.000


No. 8
11
Properties=species:S:1:pos:R:3:forces:R:3:mulliken_spin:R:1 method="wB97M-V/def2-TZVPD" multiplicity=3 s2=2.05 gap_ha="0.2510 / 0.2880" charge=+1 energy_ev=-10436.290
C -0.988 0.359 -0.938 -1.2554 -1.4690 1.9743 0.084
Hg -2.922 1.755 0.994 -0.3476 0.3468 0.2302 0.845
H 3.251 0.655 -0.933 -0.0572 0.1152 0.3753 0.004
H -0.300 1.464 0.868 -0.0718 -0.5925 0.5002 0.017
C 2.481 0.452 -0.187 0.0937 0.8798 -1.7715 0.261
H 2.784 -0.035 0.743 -0.4078 -0.1064 -0.2953 0.005
O -2.158 0.924 -0.889 1.6500 -0.2477 -1.4433 0.244
H 0.264 0.502 -1.734 -0.4515 0.3440 -0.3205 0.243
C 1.205 0.761 -0.425 -0.0367 -2.1969 2.2701 -0.189
H -1.042 -0.729 -1.163 0.2198 0.3619 -0.6430 0.085
C -0.025 0.673 0.163 0.6643 2.5649 -0.8765 0.400


No. 9
12
Properties=species:S:1:pos:R:3:forces:R:3:mulliken_spin:R:1 method="wB97M-V/def2-TZVPD" multiplicity=2 s2=0.75 gap_ha="0.2584 / 0.1993" charge=+2 energy_ev=-12471.148
H -1.857 0.986 1.447 0.5338 0.3255 -0.2833 0.000
O 2.148 -0.248 -0.185 1.4235 -0.7591 -0.1281 0.015
C -1.435 -0.609 0.142 -0.9681 -0.4108 2.6222 0.004
H 0.964 1.756 -0.485 -0.3408 -0.9136 -0.6309 0.005
C -1.171 0.166 1.207 -1.5011 -1.6304 -1.2655 0.000
H -1.555 -1.952 -1.159 -0.4274 0.1867 -0.6207 0.000
H -0.545 1.233 -1.377 -0.6006 -0.2975 0.2759 0.001
H -0.440 -0.203 1.937 0.0124 0.2154 -0.3031 0.000
C -0.017 0.732 -0.561 4.2191 2.8848 -1.6280 0.009
C 1.323 0.395 -0.754 -2.8502 0.7606 1.7950 -0.014
Hg 4.596 -0.696 0.167 0.0409 0.0577 -0.1048 0.979
O -2.011 -1.561 -0.381 0.4585 -0.4194 0.2713 0.000


No. 10
10
Properties=species:S:1:pos:R:3:forces:R:3:mulliken_spin:R:1 method="wB97M-V/def2-TZVPD" multiplicity=3 s2=2.03 gap_ha="0.2665 / 0.3103" energy_ev=-12324.281
H -0.657 -2.827 0.633 1.8351 1.5626 0.5884 0.003
H -1.076 1.784 -1.447 1.4492 0.5011 0.6953 0.011
C 0.277 0.448 0.111 -3.0346 1.0220 -2.4354 0.601
C -0.463 -0.782 0.145 -0.9524 4.9826 -1.8604 -0.077
H 1.194 0.402 0.586 1.9690 0.5899 0.7165 0.028
C -0.005 -1.870 0.697 1.3134 -3.1219 1.3405 0.437
I 1.266 3.385 -0.714 -1.0002 -0.8076 -0.2497 0.069
C -0.143 1.848 -0.814 0.4027 -2.8639 1.6893 0.927
H 1.045 -1.672 1.107 -1.5252 -1.5490 -0.2198 0.000
H -1.437 -0.716 -0.303 -0.4570 -0.3159 -0.2648 -0.001


No. 11
12
Properties=species:S:1:pos:R:3:forces:R:3:mulliken_charge:R:1 method="wB97M-V/def2-TZVPD" gap_ha="0.2173 / 0.2159" energy_ev=-21914.765
C 0.363 0.405 -0.419 -1.5873 -2.6607 -1.4567 -0.952
H 0.049 1.389 -0.543 0.0666 1.9887 -0.2471 0.347
H 1.272 0.276 0.104 1.4056 0.2297 -0.0422 0.372
H -0.539 -1.385 0.403 0.2692 1.3200 1.1085 0.284
I -2.725 1.945 -0.028 0.1197 -0.9275 0.0798 0.273
C -1.301 -0.333 -2.759 -0.6212 -0.1024 1.2313 -0.080
H 0.225 -0.119 -1.460 0.5628 0.8854 1.9408 0.139
N -1.460 -0.532 -3.887 0.0011 -0.0251 -0.4418 -0.503
C -0.646 -0.260 0.561 -1.3346 -2.2923 -2.8460 -0.287
C -2.114 -0.053 0.204 0.4178 1.0853 -0.0701 -0.216
I -3.696 -1.440 0.422 1.4246 0.7882 -0.2390 0.273
H -0.310 0.192 1.478 -0.7243 -0.2893 0.9825 0.349


No. 12
12
Properties=species:S:1:pos:R:3:forces:R:3:mulliken_charge:R:1 method="wB97M-V/def2-TZVPD" gap_ha=0.2992 energy_ev=-21918.443
H -0.873 -0.771 1.606 0.2384 0.6004 0.7326 0.315
C -0.527 0.275 -1.188 -0.4191 -0.4372 1.4263 -0.347
H -2.194 -0.958 -0.535 -0.0653 -0.3816 -0.3267 0.370
I 2.245 -0.066 2.146 -0.8538 0.1375 -1.3273 0.144
C 0.774 0.801 -0.530 0.2411 -1.4996 -0.2897 -0.480
H -0.043 -2.057 0.833 0.3483 -1.2259 -0.0265 0.388
C -1.153 -0.702 -0.460 2.1319 2.3188 -0.7322 -0.284
I 0.346 2.954 0.093 0.0001 -0.6258 0.1533 -0.034
H -1.005 0.838 -1.973 0.1265 -0.0390 -0.2319 0.391
N 1.034 -0.275 0.416 -1.6252 -0.1095 1.2051 -0.387
H 1.706 1.003 -1.135 -1.3345 -0.3156 0.5229 0.432
C -0.310 -1.040 0.727 1.2116 1.5775 -1.1059 -0.508